[1]
Entry from the Open Molecules 2025 dataset: a single C15H21N3O2S molecule at a distorted geometry (ωB97M-V/def2-TZVPD).

Output
Orbital gap in eV: 8.73
Molar mass in g mol⁻¹: 307.42
ΔE to the lowest compared entry with this formula, charge and spin in kcal per mole: 2.8
Energy in eV: -35298.1877

Structure (ORCA input):
```
! wB97M-V def2-TZVPD RIJCOSX def2/J DEFGRID3
* xyz 0 1
C -1.71735 5.47952 -0.56759
C -1.53927 4.09568 -1.17869
C -0.44783 4.09144 -2.24721
C -0.29176 2.71382 -2.90362
C 0.08091 1.65373 -1.89547
O -0.65984 0.74154 -1.57766
N 1.33124 1.81708 -1.36913
C 1.98564 1.05732 -0.39786
S 3.49322 1.57746 0.01742
N 1.29444 0.00916 0.06686
C 1.59954 -0.96157 1.01676
C 2.81288 -1.05948 1.68934
C 2.98628 -2.06217 2.62756
C 1.98623 -2.97680 2.89021
C 0.77383 -2.90152 2.20233
N -0.22520 -3.83221 2.50524
C -1.11604 -4.51535 1.72354
O -1.89681 -5.27773 2.25217
C -1.05924 -4.32647 0.22349
C -2.28506 -3.55449 -0.26644
C 0.58145 -1.87825 1.28584
H -0.79446 5.81204 -0.09729
H -1.99189 6.20245 -1.33262
H -2.49971 5.46446 0.18670
H -1.28336 3.38167 -0.39254
H -2.48074 3.76906 -1.62464
H 0.49747 4.40561 -1.79788
H -0.69963 4.81731 -3.02303
H -1.23567 2.41694 -3.36263
H 0.47723 2.75686 -3.67806
H 1.88934 2.59811 -1.69236
H 0.36300 -0.08258 -0.35765
H 3.60620 -0.36023 1.49359
H 3.92350 -2.12935 3.15822
H 2.13539 -3.75621 3.62229
H -0.22735 -4.15640 3.46606
H -0.13394 -3.83833 -0.07936
H -1.08544 -5.32733 -0.21352
H -2.31509 -2.54895 0.14817
H -2.27374 -3.47923 -1.35100
H -3.18945 -4.07360 0.04074
H -0.36890 -1.76301 0.78972
*
```

[2]
Entry from the Open Molecules 2025 dataset: 12 unconnected molecules or ions with the total composition C48H68N4O16 at a distorted geometry (ωB97M-V/def2-TZVPD).

Output
Orbital gap in eV: 8.54
Molar mass in g mol⁻¹: 957.08
ΔE to the lowest compared entry with this formula, charge and spin in kcal per mole: 35.1
Energy in eV: -89582.5442

Structure (ORCA input):
```
! wB97M-V def2-TZVPD RIJCOSX def2/J DEFGRID3
* xyz 0 1
O 3.76143 -5.77720 1.72900
N 3.39469 -6.92955 1.58719
O 3.66372 -7.83741 2.31878
C 2.63171 -7.28177 0.31165
C 2.12112 -8.52733 0.02089
C 1.47333 -8.82081 -1.17403
C 1.33845 -7.78043 -2.17522
C 1.94949 -6.55286 -1.94064
C 2.56012 -6.33060 -0.75492
H 2.33101 -9.22227 0.82052
H 0.89157 -9.70295 -1.39719
H 0.87784 -7.89815 -3.14496
H 1.98663 -5.83233 -2.74429
H 3.02960 -5.36437 -0.64358
O -1.12981 0.99728 -3.79863
N -1.69495 0.82529 -2.73660
O -2.86482 1.20248 -2.38781
C -0.90091 0.19297 -1.67651
C -1.49631 -0.15210 -0.45427
C -0.68811 -0.64412 0.55637
C 0.71590 -0.68488 0.25256
C 1.24944 -0.53692 -0.98672
C 0.42306 -0.09923 -1.97024
H -2.49862 0.08769 -0.13137
H -1.05414 -0.65039 1.57244
H 1.45056 -0.90591 1.01273
H 2.30658 -0.63275 -1.18589
H 0.87006 0.06742 -2.93916
O 7.41663 4.39300 -0.33542
N 7.10130 5.27015 0.42384
O 7.84774 6.11939 0.96327
C 5.70144 5.42507 0.76935
C 5.22466 6.30019 1.79171
C 3.90106 6.38296 2.11224
C 3.00434 5.49922 1.50933
C 3.41423 4.62383 0.48603
C 4.77536 4.61824 0.07968
H 5.84656 6.87331 2.46341
H 3.51202 7.07393 2.84546
H 1.96360 5.54206 1.79464
H 2.71130 3.95913 0.00596
H 5.12434 3.87718 -0.62420
O 3.73185 -3.28208 7.54634
N 3.73923 -2.07191 7.92701
O 4.78038 -1.40850 8.11366
C 2.52303 -1.48764 8.29615
C 1.39201 -1.73849 7.47198
C 0.15537 -1.25650 7.89277
C -0.01339 -0.32736 8.95899
C 1.11858 0.09407 9.64542
C 2.36016 -0.48264 9.32819
H 1.56964 -2.35757 6.60503
H -0.68367 -1.57796 7.29353
H -0.99842 0.05683 9.17926
H 0.96954 0.69771 10.52848
H 3.32663 -0.14280 9.67002
C -3.25703 -8.68070 4.15713
C -2.52098 -7.44052 3.75562
C -3.25898 -6.31896 3.10525
O -1.35872 -7.37757 4.08577
H -4.05027 -8.62828 4.90287
H -2.53955 -9.37690 4.59145
H -3.64922 -9.13548 3.24748
H -3.94277 -5.93673 3.86317
H -3.73599 -6.75847 2.22925
H -2.44407 -5.65228 2.82320
C -7.31759 3.25019 0.28049
C -6.83456 4.24817 1.27769
C -5.66713 5.18645 1.06129
O -7.49389 4.47860 2.25642
H -8.01625 2.69336 0.90492
H -6.53109 2.56961 -0.04558
H -7.86673 3.81105 -0.47580
H -4.75029 4.68275 1.36757
H -5.85955 6.16651 1.49784
H -5.44035 5.33961 0.00620
C -7.03774 -3.18136 -0.29446
C -6.26430 -2.98630 -1.54205
C -5.13255 -3.93513 -1.81492
O -6.60713 -2.24781 -2.39921
H -7.38883 -4.21103 -0.36253
H -7.86811 -2.48210 -0.19642
H -6.38071 -3.16148 0.57502
H -4.25146 -3.43237 -1.41617
H -5.05115 -4.16460 -2.87737
H -5.25555 -4.80036 -1.16349
C 8.97377 1.11503 -8.07574
C 7.65476 1.49739 -7.46256
C 7.20971 1.05858 -6.11180
O 6.82308 1.98176 -8.19964
H 9.14061 0.09330 -7.73465
H 9.83869 1.64253 -7.67356
H 8.85570 0.97220 -9.14988
H 6.13332 1.19492 -6.00744
H 7.65765 1.65705 -5.31852
H 7.29225 -0.02273 -6.00199
C -8.61048 3.13892 -6.30388
C -9.62456 4.30904 -6.28348
C -10.20046 4.79917 -7.54441
O -10.03546 4.74698 -5.17756
H -7.98714 3.24921 -7.19122
H -9.13743 2.19603 -6.15769
H -7.91888 3.44362 -5.51841
H -11.21142 4.47077 -7.78564
H -9.50389 4.55162 -8.34542
H -10.23708 5.88359 -7.44060
C 3.26758 6.35731 -8.60331
C 2.13617 6.15465 -7.66380
C 2.38750 5.55148 -6.31894
O 0.99218 6.45880 -7.99370
H 4.11799 6.81572 -8.09857
H 2.88540 7.03195 -9.36941
H 3.56992 5.45411 -9.13332
H 3.20947 6.05007 -5.80526
H 2.67420 4.50847 -6.45332
H 1.44852 5.59099 -5.76682
C -4.90175 1.69427 5.74944
C -5.72560 0.46279 5.40676
C -7.19332 0.33744 5.81170
O -5.34899 -0.34530 4.57506
H -4.00868 1.60923 5.13034
H -4.85797 1.79538 6.83386
H -5.49798 2.53954 5.40576
H -7.70232 1.30078 5.77998
H -7.33860 0.05783 6.85517
H -7.87472 -0.28090 5.22737
C 7.96158 -0.37760 2.15077
C 8.45545 -0.97132 0.85902
C 9.85635 -1.54641 0.91902
O 7.76653 -0.82457 -0.15682
H 8.75573 -0.03518 2.81422
H 7.44887 -1.16543 2.70262
H 7.46298 0.54451 1.85209
H 10.36531 -1.30277 1.85160
H 10.33402 -1.21219 -0.00198
H 9.79979 -2.63219 0.84169
*
```

[3]
Entry from the Open Molecules 2025 dataset: a molecular structure, C26H40N4O6PPbS2 (ωB97M-V/def2-TZVPD).

Output
Orbital gap in eV: 6.80
Molar mass in g mol⁻¹: 806.94
ΔE to the lowest compared entry with this formula, charge and spin in kcal per mole: 15.2
Energy in eV: -82067.2629

Structure (ORCA input):
```
! wB97M-V def2-TZVPD RIJCOSX def2/J DEFGRID3
* xyz -1 1
Pb -0.00940 -0.31186 -0.45044
N 4.18699 -3.05073 -0.10862
C 3.22168 -2.08970 -0.25333
S 1.76010 -2.58883 -1.01719
N 3.62070 -0.90869 0.19129
N 2.68676 0.07090 0.11170
C 3.11708 1.25267 0.33179
C 2.22816 2.42848 0.27542
C 2.77377 3.70320 0.39188
C 1.94087 4.80242 0.27326
C 0.59334 4.60258 0.02703
C 0.12846 3.29729 -0.06806
N 0.91928 2.24338 0.07929
H 3.89123 -4.00083 -0.24350
H 4.91843 -2.85951 0.55496
H 4.17751 1.41803 0.52954
H 3.83696 3.81987 0.55565
H 2.34410 5.80375 0.36011
H -0.08906 5.43185 -0.09492
H -0.90741 3.06530 -0.28994
C -6.57516 1.40075 -2.71178
O -5.78262 1.47870 -3.87954
C -4.42612 1.36946 -3.72104
C -3.69071 1.27887 -4.92471
C -2.34074 1.09146 -4.83774
C -1.63964 1.03399 -3.61435
C -0.22556 0.72154 -3.63629
C 0.40289 0.22571 -4.92634
O 0.52678 0.81945 -2.65882
C -2.37779 1.19122 -2.39032
O -1.86769 1.18932 -1.22456
C -3.79765 1.33238 -2.50559
H -7.61093 1.40533 -3.04574
H -6.40087 2.25859 -2.05623
H -6.37008 0.48235 -2.15765
H -4.20853 1.32531 -5.87173
H -1.78240 0.99520 -5.76051
H -0.20560 -0.54827 -5.39061
H 1.38280 -0.17416 -4.67991
H 0.52106 1.04324 -5.64052
H -4.33378 1.37532 -1.57095
C -3.15499 -0.48639 4.65025
C -2.68807 -0.82831 3.23319
C -3.75793 -0.39630 2.22274
P -1.01357 -0.24396 2.67943
C -0.73900 1.48332 3.31167
C -1.75955 2.40480 2.63001
C -0.64213 1.79375 4.80488
C 0.16300 -1.34354 3.59953
C -0.12527 -1.70934 5.05525
C 1.58940 -0.81421 3.43627
H -4.05889 -1.05840 4.87899
H -3.41988 0.56982 4.72137
H -2.42013 -0.70463 5.42188
H -2.58229 -1.91683 3.15050
H -3.89067 0.68678 2.23747
H -4.71720 -0.85017 2.48612
H -3.51252 -0.69924 1.20351
H 0.23659 1.71942 2.86613
H -2.71989 2.36984 3.14762
H -1.93148 2.12952 1.58712
H -1.40861 3.43948 2.64930
H -1.57039 1.57938 5.33164
H -0.42903 2.85886 4.93889
H 0.16083 1.24072 5.28938
H 0.08958 -2.26614 3.00999
H -0.14042 -0.83397 5.70455
H 0.66128 -2.37495 5.42317
H -1.07423 -2.23279 5.16662
H 1.75818 0.06367 4.06365
H 1.81101 -0.53400 2.40370
H 2.31479 -1.57597 3.72938
C -1.94385 -4.25825 -1.49274
S -2.25525 -2.58090 -1.02544
O -3.69371 -2.42099 -0.96615
O -1.58541 -1.76638 -2.05183
O -1.59234 -2.40704 0.27846
H -2.52967 -4.47152 -2.38308
H -2.24505 -4.90212 -0.67105
H -0.88144 -4.36705 -1.69487
*
```

[4]
Entry from the Open Molecules 2025 dataset: 3 unconnected molecules or ions with the total composition H6O3 at a distorted geometry (ωB97M-V/def2-TZVPD).

Output
Orbital gap in eV: 10.61
Molar mass in g mol⁻¹: 54.05
ΔE to the lowest compared entry with this formula, charge and spin in kcal per mole: 20.4
Energy in eV: -6239.3697

Structure (ORCA input):
```
! wB97M-V def2-TZVPD RIJCOSX def2/J DEFGRID3
* xyz 0 1
O 0.13500 0.42811 0.35844
H -0.53700 -0.06389 -0.12356
H -0.30600 0.59811 1.15644
O -2.05400 -0.90789 -0.58156
H -2.47900 -1.39389 0.21744
H -2.54600 -0.09289 -0.36056
O 2.78300 0.65411 -0.63156
H 1.88500 0.55311 -0.20256
H 3.11900 0.22511 0.16744
*
```

[5]
Entry from the Open Molecules 2025 dataset: 2 unconnected molecules or ions with the total composition C3H10OS at a distorted geometry (ωB97M-V/def2-TZVPD).

Output
Orbital gap (alpha / beta) in eV: 2.63 / 8.85
Molar mass in g mol⁻¹: 94.18
ΔE to the lowest compared entry with this formula, charge and spin in kcal per mole: 3.7
Energy in eV: -16154.5889

Structure (ORCA input):
```
! wB97M-V def2-TZVPD RIJCOSX def2/J DEFGRID3
* xyz -1 2
C 1.79038 0.95020 -0.19884
C 0.29712 0.65625 -0.31591
C -0.15599 -0.44194 0.65476
S 0.55532 -2.03006 0.29032
H 2.29531 1.22883 -1.11901
H 2.32425 0.13366 0.28095
H 1.92743 1.83871 0.42041
H -0.29889 1.53337 -0.02569
H -0.02549 0.48619 -1.34530
H -1.21997 -0.46616 0.68427
H 0.03511 -0.05984 1.66184
H 0.97064 -2.37798 1.53791
H -2.84258 -1.19706 -0.52679
H -2.50717 0.22226 -0.90143
O -3.14548 -0.47644 -1.09748
*
```

[6]
Entry from the Open Molecules 2025 dataset: a molecular structure, C3H4HoLiO3 at a distorted geometry (ωB97M-V/def2-TZVPD).

Output
Orbital gap (alpha / beta) in eV: 8.53 / 8.55
Molar mass in g mol⁻¹: 259.93
ΔE to the lowest compared entry with this formula, charge and spin in kcal per mole: 24.4
Energy in eV: -35303.0193

Structure (ORCA input):
```
! wB97M-V def2-TZVPD RIJCOSX def2/J DEFGRID3
* xyz 2 5
O -0.78068 -1.21236 0.21191
C -1.63969 -0.19081 0.10310
C 0.56186 -0.95208 0.42570
O -2.84465 -0.42368 0.06196
O -1.16961 0.99924 0.01193
C 1.44823 -0.96077 -0.57227
H 0.82634 -0.81785 1.47840
H 2.38709 2.07984 0.67579
H 1.14590 -1.15729 -1.60263
H 2.50509 -0.82431 -0.34047
Ho 0.74944 1.94342 -0.31438
Li -3.18932 1.51664 -0.13904
*
```

> What is the energy in the fifth record?

-16154.5889 eV

> The lowest energy belongs to which entry?

C48H68N4O16

> The lowest ΔE to the lowest compared entry with this formula, charge and spin belongs to which entry?

C15H21N3O2S

> Look up the molar mass of the fourth one.

54.05 g mol⁻¹